Molecular formula: C5H14S
Method: DFT, the ωB97M-V functional and the def2-TZVPD basis

The geometry in ORCA input format:
```
! RIJCOSX wB97M-V def2-TZVPD def2/J DEFGRID3
* xyz 0 1
C 0.915 0.477 -2.525
C -0.135 -0.183 -1.609
C -1.369 0.707 -1.461
H 1.595 -0.268 -2.943
H 0.467 1.073 -3.319
H 1.601 1.124 -1.975
H -0.273 -1.206 -1.936
H 0.290 -0.173 -0.603
H -2.233 0.213 -1.029
H -1.698 1.042 -2.458
H -1.128 1.666 -1.007
C -0.687 -0.978 2.015
C 0.753 -0.620 2.223
S 1.176 1.239 2.318
H -1.097 -0.907 1.020
H -0.808 -2.031 2.304
H -1.299 -0.545 2.815
H 1.348 -0.888 1.354
H 1.151 -0.942 3.173
H 1.430 1.203 3.643
*
```

HOMO energy = -9.0324 eV
Lowest unoccupied orbital energy = 0.85 eV
Strongest force on any atom = 0.04144 hartree/bohr
Energy above the lowest of the compared OMol25 structures with the same formula, charge and spin = 64.1 kJ/mol
Kohn-Sham gap = 9.8822 eV
Total energy = -597.052900 Eh
Structure (SMILES) = CCC.CCS

---

Molecular formula: C29H34ClF4N2O15P
Method: DFT, the ωB97M-V functional and the def2-TZVPD basis

The geometry in ORCA input format:
```
! RIJCOSX wB97M-V def2-TZVPD def2/J DEFGRID3
* xyz 0 1
C -0.526 2.045 0.742
C -1.284 1.141 -0.289
C -2.583 1.772 -0.895
N -0.882 -0.067 -0.589
C -0.258 -0.140 -1.972
C -1.270 -1.077 -2.737
C -0.987 -1.279 -4.261
O -0.697 -2.364 -4.668
Cl -1.125 0.058 -5.464
C 0.197 1.220 -2.641
O -0.433 2.118 -3.116
O 1.588 1.378 -2.701
C 2.335 0.311 -2.073
P 3.065 1.067 -0.486
N 4.300 0.218 0.087
C 1.188 -0.710 -1.616
C 1.491 -2.256 -1.786
C 1.777 -2.839 -0.343
C 0.596 -3.155 0.463
C 0.829 -3.652 1.811
C 2.214 -3.789 2.287
C 3.372 -3.490 1.465
C 4.845 -3.658 1.932
C 3.143 -2.991 0.108
H -1.311 2.713 1.199
H -0.090 1.450 1.590
H 0.224 2.713 0.249
H -2.380 2.832 -1.186
H -3.347 1.734 -0.064
H -2.974 1.194 -1.768
H -1.280 -2.054 -2.192
H -2.316 -0.673 -2.648
H 3.204 -0.126 -2.624
H 2.067 1.133 0.546
H 3.561 2.382 -0.737
H 4.428 -0.577 -0.546
H 1.235 -0.569 -0.502
H 2.398 -2.466 -2.424
H 0.657 -2.851 -2.229
H -0.418 -3.006 0.027
H -0.044 -3.904 2.451
H 2.341 -4.141 3.335
H 4.955 -4.187 2.909
H 5.339 -2.648 1.966
H 5.405 -4.238 1.144
H 3.955 -2.718 -0.601
O -1.629 1.152 3.477
C -1.455 0.106 4.019
O -1.223 -0.035 5.351
C -1.203 -1.435 5.623
C -0.859 -2.009 4.281
F -1.435 -3.225 4.110
O -1.456 -1.096 3.380
H -2.187 -1.752 5.975
H -0.463 -1.678 6.384
H 0.213 -2.077 4.079
O 2.334 -5.399 -9.955
C 1.675 -4.819 -9.157
O 2.140 -4.374 -7.957
C 1.089 -3.618 -7.359
C -0.129 -4.175 -8.037
F -1.090 -3.230 -8.172
O 0.353 -4.519 -9.322
H 1.239 -2.557 -7.571
H 1.067 -3.760 -6.280
H -0.549 -5.060 -7.553
O 0.711 5.181 2.632
C 0.243 5.607 1.628
O 0.857 6.512 0.820
C 0.038 6.659 -0.337
C -1.307 6.228 0.169
F -2.034 5.639 -0.812
O -0.985 5.252 1.143
H 0.413 6.011 -1.133
H 0.041 7.688 -0.692
H -1.892 7.027 0.632
O -6.208 4.228 6.528
C -5.173 3.709 6.266
O -4.656 3.621 5.010
C -3.352 3.053 5.137
C -3.450 2.322 6.444
F -2.258 2.305 7.088
O -4.355 3.117 7.186
H -2.608 3.853 5.159
H -3.128 2.390 4.303
H -3.838 1.303 6.362
*
```

HOMO energy = -8.5144 eV
Lowest unoccupied orbital energy = -0.42 eV
Strongest force on any atom = 0.06456 hartree/bohr
Energy above the lowest of the compared OMol25 structures with the same formula, charge and spin = 211.4 kJ/mol
Kohn-Sham gap = 8.0979 eV
Total energy = -3564.437073 Eh
Structure (SMILES) = CC(C)=N[C@@]1(CC(=O)Cl)C(=O)O[C@@H]([PH2]=N)[C@@H]1Cc1cccc(C)c1.O=C1OC[C@@H](F)O1.O=C1OC[C@@H](F)O1.O=C1OC[C@@H](F)O1.O=C1OC[C@@H](F)O1

---

Molecular formula: Cl2OS
Method: DFT, the ωB97M-V functional and the def2-TZVPD basis

The geometry in ORCA input format:
```
! RIJCOSX wB97M-V def2-TZVPD def2/J DEFGRID3
* xyz 0 1
O 0.851 -0.481 -0.253
S -0.963 0.753 0.569
Cl 2.397 -0.066 0.141
Cl -2.285 -0.206 -0.457
*
```

HOMO energy (spin up / spin down) = -9.7799 / -9.7793 eV
Lowest unoccupied orbital energy (spin up / spin down) = -2.92 / -2.92 eV
Strongest force on any atom = 0.05836 hartree/bohr
Energy above the lowest of the compared OMol25 structures with the same formula, charge and spin = 400.6 kJ/mol
Kohn-Sham gap (spin up / spin down) = 6.8600 / 6.8582 eV
Total energy = -1393.645960 Eh

---

Molecular formula: C8H11NOS
Method: DFT, the ωB97M-V functional and the def2-TZVPD basis

The geometry in ORCA input format:
```
! RIJCOSX wB97M-V def2-TZVPD def2/J DEFGRID3
* xyz 0 1
C 3.203 0.959 0.202
C 3.771 0.201 1.144
C 2.349 -0.895 -0.492
C -1.113 0.376 0.206
C -1.770 -0.554 -0.452
C -3.068 -1.198 0.036
C -1.191 -1.005 -1.780
C -0.851 2.437 1.319
N 2.468 0.341 -0.752
O -0.855 1.093 1.168
S 3.172 -1.354 0.978
H 3.362 1.991 0.092
H 4.267 0.530 1.995
H -3.543 -0.621 0.800
H -2.777 -2.110 0.425
H -3.750 -1.373 -0.877
H -0.256 -0.493 -1.863
H -1.030 -2.043 -1.610
H -1.908 -0.635 -2.554
H -0.510 2.828 2.223
H -1.417 2.969 0.651
H 1.446 -1.444 -0.861
*
```

HOMO energy (spin up / spin down) = -7.6614 / -7.0041 eV
Lowest unoccupied orbital energy (spin up / spin down) = 0.68 / 0.58 eV
Strongest force on any atom = 0.06691 hartree/bohr
Energy above the lowest of the compared OMol25 structures with the same formula, charge and spin = 611.4 kJ/mol
Kohn-Sham gap (spin up / spin down) = 8.3456 / 7.5884 eV
Total energy = -839.381992 Eh

---

Molecular formula: C33H49BI2N7O5S3SiSn
Method: DFT, the ωB97M-V functional and the def2-TZVPD basis

The geometry in ORCA input format:
```
! RIJCOSX wB97M-V def2-TZVPD def2/J DEFGRID3
* xyz -1 1
Sn -1.560 -0.450 -0.152
O -2.695 5.247 1.650
C -2.011 5.404 0.503
C -1.655 6.701 0.132
C -0.914 6.928 -1.012
C -0.527 5.868 -1.824
C -0.906 4.583 -1.487
C -1.645 4.327 -0.330
C -1.916 2.907 0.011
O -1.760 2.027 -0.864
N -2.314 2.670 1.279
N -2.179 1.392 1.641
C -2.570 0.988 2.789
C -2.171 -0.347 3.218
C -2.457 -0.810 4.504
C -1.959 -2.036 4.905
C -1.189 -2.777 4.019
C -0.982 -2.263 2.749
N -1.454 -1.089 2.363
H -2.737 4.263 1.813
H -1.952 7.513 0.783
H -0.616 7.939 -1.265
H 0.075 6.037 -2.706
H -0.607 3.747 -2.109
H -3.108 1.631 3.487
H -3.056 -0.203 5.171
H -2.167 -2.414 5.898
H -0.782 -3.741 4.293
H -0.418 -2.804 1.999
C -3.786 1.976 -3.371
N -4.453 0.754 -2.957
C -5.809 0.678 -2.732
C -6.095 -0.609 -2.449
N -4.936 -1.340 -2.508
B -5.048 -2.920 -2.556
N -3.713 -3.641 -2.279
C -3.080 -4.483 -3.168
C -2.034 -5.057 -2.541
N -2.024 -4.573 -1.248
C -1.092 -4.965 -0.217
C -3.044 -3.684 -1.108
S -3.392 -2.802 0.298
C -3.938 -0.493 -2.809
S -2.296 -1.030 -2.924
H -4.514 2.784 -3.326
H -3.418 1.890 -4.391
H -2.959 2.214 -2.707
H -6.437 1.547 -2.797
H -7.030 -1.086 -2.219
H -5.381 -3.187 -3.685
H -5.856 -3.240 -1.725
H -3.434 -4.591 -4.177
H -1.297 -5.757 -2.892
H -0.871 -6.028 -0.322
H -1.558 -4.783 0.750
H -0.176 -4.383 -0.290
C 1.429 1.120 3.477
C 1.957 1.578 2.119
C 1.481 2.996 1.813
C 3.486 1.566 2.138
O 1.407 0.709 1.112
Si 2.120 -0.497 0.272
S 0.622 -1.733 -0.565
O 3.001 -1.323 1.382
C 3.594 -2.618 1.422
C 3.804 -3.214 0.030
C 4.941 -2.450 2.126
C 2.677 -3.530 2.238
O 2.940 -0.037 -1.026
C 4.040 0.611 -1.647
C 5.329 0.320 -0.879
C 3.767 2.111 -1.716
C 4.122 0.033 -3.057
H 1.838 1.743 4.274
H 1.715 0.080 3.649
H 0.344 1.188 3.494
H 1.921 3.703 2.518
H 0.399 3.056 1.892
H 1.764 3.277 0.796
H 3.849 2.245 2.911
H 3.871 1.901 1.175
H 3.857 0.564 2.342
H 4.492 -2.598 -0.548
H 2.856 -3.248 -0.505
H 4.208 -4.224 0.112
H 5.551 -1.729 1.581
H 5.471 -3.403 2.172
H 4.788 -2.079 3.141
H 1.761 -3.714 1.674
H 2.416 -3.045 3.180
H 3.168 -4.482 2.444
H 5.261 0.688 0.146
H 6.174 0.802 -1.372
H 5.513 -0.754 -0.850
H 3.760 2.555 -0.719
H 2.799 2.283 -2.186
H 4.530 2.604 -2.319
H 4.277 -1.047 -3.007
H 4.938 0.497 -3.614
H 3.189 0.226 -3.583
I -0.715 0.545 -3.827
I 1.188 2.297 -5.319
*
```

HOMO energy = -4.2824 eV
Lowest unoccupied orbital energy = 1.85 eV
Strongest force on any atom = 0.03294 hartree/bohr
Energy above the lowest of the compared OMol25 structures with the same formula, charge and spin = 50.1 kJ/mol
Kohn-Sham gap = 6.1356 eV
Total energy = -4365.415991 Eh

---

Molecular formula: C17H15BrN5O6PtS
Method: DFT, the ωB97M-V functional and the def2-TZVPD basis

The geometry in ORCA input format:
```
! RIJCOSX wB97M-V def2-TZVPD def2/J DEFGRID3
* xyz -1 3
Pt 0.000 0.000 0.000
O -0.450 -1.879 0.270
C -0.163 -2.594 1.220
C 0.618 -2.186 2.425
C 0.827 -3.181 3.395
C 1.549 -2.871 4.548
C 2.058 -1.590 4.738
C 1.834 -0.621 3.756
C 1.113 -0.868 2.567
O 0.939 0.052 1.705
N 1.772 -3.901 5.565
O 2.418 -3.593 6.578
O 1.302 -5.031 5.359
H -0.496 -3.645 1.222
H 0.427 -4.179 3.241
H 2.623 -1.318 5.624
H 2.235 0.382 3.909
Br -3.591 4.150 -4.845
C -2.782 2.938 -3.648
C -3.221 1.625 -3.565
N -2.691 0.700 -2.732
C -1.665 1.124 -1.945
C -1.150 2.416 -1.950
C -1.733 3.338 -2.830
C -0.014 2.793 -1.044
O 0.399 3.993 -1.109
O 0.444 1.885 -0.285
H -4.037 1.263 -4.182
H -1.249 0.368 -1.281
H -1.352 4.357 -2.858
C -4.976 -1.663 2.923
C -5.091 -0.546 1.898
C -3.785 0.147 1.695
N -2.818 -0.294 0.920
N -1.722 0.546 0.931
C -1.897 1.594 1.705
N -0.991 2.574 1.881
S -3.428 1.632 2.483
H -5.939 -2.166 3.045
H -4.668 -1.275 3.900
H -4.238 -2.411 2.612
H -5.866 0.163 2.213
H -5.422 -0.967 0.941
H -0.245 2.611 1.195
H -1.322 3.479 2.189
H -0.825 -0.033 -1.506
*
```

HOMO energy (spin up / spin down) = -1.9017 / -4.4210 eV
Lowest unoccupied orbital energy (spin up / spin down) = 2.00 / 1.98 eV
Strongest force on any atom = 0.29402 hartree/bohr
Kohn-Sham gap (spin up / spin down) = 3.9009 / 6.4009 eV
Total energy = -4473.247131 Eh